{"formula": "C62H135O38P7", "method": "the ωB97M-V functional and the def2-TZVPD basis", "de_lowest_kcal_mol": 0.0, "largest_force_ev_per_a": 4.3, "smiles": "CCOP(=O)(OCC)OCC.CCOP(=O)(OCC)OCC.CCOP(=O)(OCC)OCC.CCOP(=O)(OCC)OCC.CCOP(=O)(OCC)OCC.CCOP(=O)(OCC)OCC.CCOP(=O)(OCC)OCC.O=C1CCCO1.O=C1CCCO1.O=C1CCCO1.O=C1CCCO1.O=C1CCCO1", "lumo_ha": 0.0127, "energy_ev": -209330.76343, "species": ["C", "C", "O", "P", "O", "O", "C", "C", "O", "C", "C", "H", "H", "H", "H", "H", "H", "H", "H", "H", "H", "H", "H", "H", "H", "H", "C", "C", "O", "P", "O", "O", "C", "C", "O", "C", "C", "H", "H", "H", "H", "H", "H", "H", "H", "H", "H", "H", "H", "H", "H", "H", "C", "C", "O", "P", "O", "O", "C", "C", "O", "C", "C", "H", "H", "H", "H", "H", "H", "H", "H", "H", "H", "H", "H", "H", "H", "H", "C", "C", "O", "P", "O", "O", "C", "C", "O", "C", "C", "H", "H", "H", "H", "H", "H", "H", "H", "H", "H", "H", "H", "H", "H", "H", "C", "C", "O", "P", "O", "O", "C", "C", "O", "C", "C", "H", "H", "H", "H", "H", "H", "H", "H", "H", "H", "H", "H", "H", "H", "H", "C", "C", "O", "P", "O", "O", "C", "C", "O", "C", "C", "H", "H", "H", "H", "H", "H", "H", "H", "H", "H", "H", "H", "H", "H", "H", "C", "C", "O", "P", "O", "O", "C", "C", "O", "C", "C", "H", "H", "H", "H", "H", "H", "H", "H", "H", "H", "H", "H", "H", "H", "H", "O", "C", "O", "C", "C", "C", "H", "H", "H", "H", "H", "H", "O", "C", "O", "C", "C", "C", "H", "H", "H", "H", "H", "H", "O", "C", "O", "C", "C", "C", "H", "H", "H", "H", "H", "H", "O", "C", "O", "C", "C", "C", "H", "H", "H", "H", "H", "H", "O", "C", "O", "C", "C", "C", "H", "H", "H", "H", "H", "H"], "coordinates": [[-1.9015, 7.6103, 1.8611], [-1.4419, 6.1418, 1.5964], [-1.5648, 5.2827, 2.7537], [-0.4274, 5.4001, 3.8259], [0.8965, 5.0531, 3.3096], [-1.0627, 4.5456, 5.0090], [-0.9495, 3.0901, 5.1700], [-1.5151, 2.3819, 3.9539], [-0.4305, 6.8476, 4.4588], [0.8521, 7.4838, 4.8210], [1.4450, 6.9864, 6.0473], [-1.1459, 8.2261, 2.3029], [-2.1109, 8.1379, 0.8964], [-2.7467, 7.5914, 2.5262], [-2.0448, 5.5975, 0.8486], [-0.3781, 6.0173, 1.2520], [0.1179, 2.8268, 5.3071], [-1.5451, 2.9556, 6.0617], [-1.5848, 1.2820, 4.0046], [-2.5134, 2.7707, 3.7659], [-0.8673, 2.5602, 3.0577], [1.5223, 7.4390, 3.9112], [0.5942, 8.5364, 4.9334], [2.3258, 7.5871, 6.3102], [0.8377, 7.1469, 6.9383], [1.6869, 5.9127, 6.0412], [-2.9566, 1.1595, -6.0804], [-3.4312, 1.3730, -4.6877], [-4.1670, 0.2222, -4.1967], [-5.3276, 0.3661, -3.1222], [-5.1344, 1.3994, -2.1391], [-6.6234, 0.7441, -3.9930], [-7.1515, -0.4111, -4.7249], [-8.3370, 0.1540, -5.5433], [-5.5077, -1.0729, -2.5588], [-6.3137, -1.2914, -1.3618], [-5.6162, -2.0841, -0.2877], [-3.8316, 1.0957, -6.7474], [-2.3308, 2.0248, -6.4181], [-2.5000, 0.1719, -6.1490], [-2.5679, 1.4772, -4.0435], [-4.0584, 2.2830, -4.5729], [-6.3094, -0.8353, -5.3259], [-7.4857, -1.1886, -4.0471], [-8.9582, -0.6978, -5.9061], [-8.9242, 0.7279, -4.8253], [-7.8749, 0.7277, -6.3339], [-6.5802, -0.2831, -1.0519], [-7.1664, -1.8392, -1.6759], [-5.8897, -1.7759, 0.7492], [-5.9024, -3.1276, -0.4488], [-4.5153, -1.9664, -0.3801], [-6.3802, -7.9652, -5.3925], [-6.7475, -7.0461, -4.2986], [-5.7365, -6.0055, -4.4006], [-6.0227, -4.4543, -4.3273], [-6.7070, -3.9100, -3.1413], [-4.5989, -3.7825, -4.6856], [-3.4424, -3.8716, -3.8065], [-2.3476, -4.4067, -4.6239], [-6.7837, -4.0718, -5.6387], [-6.0529, -4.1778, -6.9133], [-5.4907, -2.8857, -7.2978], [-6.5078, -7.4931, -6.3621], [-5.3462, -8.1330, -5.1951], [-6.8378, -8.9459, -5.3347], [-7.7597, -6.6428, -4.4720], [-6.7151, -7.4379, -3.2826], [-3.2807, -2.8681, -3.3351], [-3.7516, -4.5629, -2.9559], [-1.3697, -4.4507, -4.1759], [-2.5089, -5.3761, -5.0829], [-2.0497, -3.7336, -5.4133], [-5.2807, -4.8492, -6.6313], [-6.6599, -4.6228, -7.6691], [-4.7653, -2.5415, -6.5777], [-5.0363, -2.8768, -8.2845], [-6.2592, -2.1275, -7.3772], [7.1173, 0.5738, 4.0570], [5.8122, 0.5938, 3.2604], [5.8469, 1.4423, 2.1551], [5.6601, 3.0280, 2.3307], [4.8990, 3.5141, 3.4722], [7.2212, 3.4289, 2.2341], [7.6303, 4.7483, 2.6819], [9.1609, 4.7657, 2.6252], [5.0741, 3.5043, 0.9495], [3.7368, 4.1048, 0.9078], [2.7201, 3.0469, 1.1930], [8.0174, 0.3543, 3.4863], [7.3578, 1.5572, 4.4548], [7.1354, -0.1621, 4.8665], [5.6574, -0.3789, 2.7696], [4.9784, 0.8201, 3.9130], [7.1546, 5.5001, 2.0310], [7.2370, 4.9474, 3.6842], [9.5582, 3.9953, 3.2791], [9.4736, 4.6740, 1.5802], [9.4801, 5.7027, 3.0202], [3.6654, 4.9424, 1.6180], [3.6461, 4.4825, -0.0823], [2.6318, 2.2303, 0.4590], [2.9594, 2.5482, 2.1587], [1.7259, 3.4633, 1.3629], [9.0392, -2.2109, -2.5021], [8.0793, -3.2036, -3.0464], [6.8207, -2.6155, -3.3906], [5.4799, -3.0633, -2.6964], [5.4000, -4.3640, -1.9939], [4.4429, -2.8317, -3.8911], [3.9788, -3.9441, -4.7102], [4.6613, -3.8586, -6.0759], [5.2036, -1.8469, -1.7071], [5.5944, -0.5002, -2.0271], [5.6852, 0.2850, -0.7380], [9.9806, -2.7168, -2.3407], [9.2465, -1.4245, -3.2081], [8.6622, -1.7795, -1.5631], [8.3428, -3.7394, -3.9270], [7.8838, -3.9537, -2.2592], [4.3893, -4.8566, -4.2541], [2.9077, -4.0399, -4.8207], [4.5333, -4.7935, -6.6071], [4.1904, -3.0815, -6.7496], [5.7003, -3.5675, -5.9927], [6.5650, -0.5369, -2.5084], [4.8284, -0.0678, -2.6672], [6.1410, 1.2843, -0.7750], [4.7925, 0.3564, -0.1343], [6.2842, -0.3081, -0.0173], [5.0877, -1.1853, 8.2491], [4.5507, -2.0051, 7.1436], [4.3422, -1.2638, 5.9930], [2.9643, -0.4664, 5.8731], [1.7949, -1.1497, 6.4517], [3.3031, 0.9006, 6.5498], [2.2395, 1.8129, 6.9638], [2.6444, 3.2035, 6.6102], [2.9004, -0.2869, 4.3067], [1.9742, 0.7021, 3.8508], [1.4080, 0.3022, 2.5297], [4.5022, -0.2570, 8.4310], [5.0531, -1.6432, 9.2244], [6.1528, -0.8704, 8.0197], [5.2836, -2.7431, 6.8655], [3.6199, -2.4834, 7.3937], [1.2799, 1.5611, 6.4914], [2.0722, 1.7097, 8.0253], [3.0286, 3.2748, 5.5561], [1.7059, 3.8545, 6.6412], [3.3999, 3.5764, 7.2632], [1.1254, 0.7652, 4.5498], [2.4718, 1.6745, 3.7938], [0.7776, 1.1107, 2.1708], [2.1734, 0.1543, 1.7956], [0.8381, -0.6358, 2.6837], [-1.4726, -4.3185, -0.1512], [-2.1447, -3.6664, 0.9283], [-1.2869, -3.2848, 2.0807], [-1.7206, -1.9448, 2.8546], [-1.7380, -0.6372, 2.1546], [-3.1464, -2.4402, 3.4689], [-4.3378, -1.4446, 3.4685], [-5.4280, -2.0157, 4.2717], [-0.7131, -1.9766, 4.0222], [-0.8691, -2.8689, 5.1995], [-1.5978, -2.0970, 6.2759], [-0.8480, -5.2012, 0.1236], [-2.2656, -4.7001, -0.8121], [-0.8980, -3.5617, -0.6591], [-2.7197, -2.8233, 0.6855], [-2.8682, -4.4147, 1.2930], [-3.9039, -0.4731, 3.7647], [-4.6666, -1.4212, 2.4230], [-5.0896, -2.2981, 5.2393], [-6.1531, -1.2537, 4.5052], [-5.9577, -2.8827, 3.8422], [-1.3005, -3.8151, 4.8496], [0.1642, -3.0408, 5.5224], [-2.5468, -1.6956, 5.8897], [-1.8711, -2.7834, 7.1121], [-0.8811, -1.3815, 6.6328], [0.1327, 1.5892, -4.4487], [0.6141, 0.4889, -4.5853], [1.1594, -0.1389, -3.5160], [1.6989, -1.4162, -3.8293], [1.1685, -1.7819, -5.2571], [0.8166, -0.3533, -5.8034], [1.3751, -2.1411, -3.0858], [2.7936, -1.3148, -3.8283], [0.3936, -2.5738, -5.2482], [1.9857, -2.2774, -5.8184], [0.0059, -0.3296, -6.5338], [1.7250, -0.0212, -6.2899], [0.5331, 6.6170, -2.1451], [-0.1034, 5.7040, -2.5964], [-0.5277, 5.7282, -3.8673], [-1.4953, 4.6432, -4.0507], [-1.9288, 4.1910, -2.6320], [-0.6313, 4.5045, -1.8871], [-1.0552, 3.8119, -4.5751], [-2.2446, 5.1342, -4.6706], [-2.3494, 3.1858, -2.6220], [-2.7330, 4.8741, -2.3988], [0.0533, 3.6689, -2.0019], [-0.7920, 4.6234, -0.8216], [-1.1142, 2.4582, 0.2588], [-0.9840, 1.3255, -0.1071], [0.2200, 0.7050, -0.1495], [0.0718, -0.6324, -0.6859], [-1.1975, -0.6404, -1.5239], [-2.0146, 0.3394, -0.7139], [-0.1261, -1.3452, 0.1551], [0.9448, -0.9822, -1.2162], [-1.6293, -1.6634, -1.5960], [-1.0007, -0.3736, -2.5619], [-2.6046, -0.1074, 0.1466], [-2.7525, 0.9094, -1.3098], [1.6812, -5.0008, -2.7114], [2.1463, -4.6983, -1.6283], [2.3658, -3.4291, -1.2407], [2.8238, -3.3729, 0.1763], [3.3618, -4.7795, 0.4836], [2.8790, -5.6163, -0.6943], [1.9769, -3.1316, 0.7891], [3.6121, -2.6288, 0.1558], [2.8120, -5.0465, 1.3943], [4.4044, -4.8332, 0.6711], [2.3633, -6.4956, -0.4346], [3.6897, -5.9854, -1.3108], [-5.1336, 1.7469, 3.3737], [-4.8611, 2.4792, 2.4808], [-5.0826, 3.8056, 2.5458], [-4.8185, 4.4102, 1.2370], [-3.9501, 3.3797, 0.5182], [-4.2627, 2.0457, 1.1536], [-4.3157, 5.3778, 1.3869], [-5.8200, 4.6424, 0.8230], [-2.8707, 3.5960, 0.6847], [-4.1623, 3.3652, -0.5674], [-3.3008, 1.5701, 1.3293], [-4.9172, 1.4448, 0.5076]], "atomic_forces_ev_per_a": [[0.3824, -0.7986, -1.5314], [0.7295, -0.2199, -0.7584], [-0.6635, 1.0337, 0.0903], [0.2686, -0.7209, 1.0915], [0.5175, -0.5283, -0.0471], [0.6158, -0.2409, -0.1622], [0.3301, 0.5284, -0.8162], [0.4218, -0.2256, -0.8297], [0.2012, 0.4269, 0.2096], [-0.7316, 0.8676, -2.7342], [0.9211, -0.8811, 2.1097], [0.6261, 0.0120, 0.5238], [-0.2356, -0.7066, 0.6716], [-0.5423, 0.1048, 0.0545], [0.0199, 0.6920, 0.2056], [-0.8844, 0.6209, 0.1571], [-0.5825, 0.2427, 0.1531], [0.1109, -0.4881, 0.2474], [0.1008, 0.3738, 0.4725], [-0.0413, -0.0057, -0.1500], [-0.5699, 0.1230, 0.6460], [-0.5865, -0.3038, 1.1114], [-0.1751, 0.0083, -0.0016], [0.1955, -0.3354, -0.4636], [-0.5846, -0.0390, -0.1940], [0.1746, 0.4716, -0.2639], [-0.8721, 0.1308, -1.0566], [-0.4029, 0.7486, 1.1576], [-0.0082, -0.7796, -0.1212], [-0.4371, 0.7501, -1.4250], [0.6306, 1.4951, 1.5320], [0.2223, -1.5063, 0.2664], [-0.1670, 0.5684, -0.8368], [0.8453, -1.6650, 0.7759], [0.6278, -1.1629, -0.1541], [0.2125, 1.3798, -0.0165], [0.8140, -0.1752, 0.2645], [0.2285, 0.1709, 0.0422], [-0.2457, -1.0293, 0.3560], [0.5797, 0.2532, -0.0791], [0.1854, 0.1237, 0.3189], [0.3208, -0.5007, -0.1558], [-0.8205, 0.2806, 0.1641], [0.0132, -0.0158, 0.2898], [0.4721, 0.7346, -0.0559], [-0.0369, 0.2599, -0.4139], [-0.5805, 0.4016, -0.3254], [-0.2591, -0.1041, 0.4403], [-0.8551, -0.2741, -0.4440], [-0.0451, -0.1239, -0.9189], [0.4039, -0.0045, 0.2853], [-0.5938, -0.1075, 0.0584], [0.2884, -0.8855, 0.1126], [-1.0845, 1.2457, 0.1392], [0.1697, 0.3284, 0.4307], [0.3819, 1.7300, 0.5475], [0.3355, -0.8152, -0.2541], [-0.4237, -0.5486, 0.8038], [-1.8303, -0.3350, 1.8467], [1.8488, -0.0053, -0.9097], [-0.8546, 0.2575, -1.2777], [-0.0063, -0.6922, 1.5295], [0.1624, 1.6757, -0.6434], [-0.0725, -0.1167, -0.0612], [1.0623, -0.3624, -0.4618], [-0.4815, -0.0030, -0.1174], [0.3819, 0.2188, 0.2607], [0.1354, -0.2080, -0.1563], [0.0046, -0.7378, -0.6696], [0.6696, 0.6997, -0.8626], [0.2353, -0.3420, 1.2169], [-0.4523, -0.1400, 0.1375], [-0.6645, 0.4971, -0.7254], [0.9713, -0.8620, -0.6499], [-0.8293, -0.2555, -0.2411], [0.2097, 0.0844, 0.1384], [0.2055, -0.4318, -0.1413], [-0.4010, 0.1989, 0.1341], [0.5551, 0.2327, 0.0265], [0.7668, -1.7625, 0.6018], [-0.4232, 2.1083, -0.8806], [1.4121, -0.5879, -1.0276], [-0.0305, 0.0059, 0.9219], [-0.8193, 0.3160, 0.5393], [-0.0355, -0.1681, -0.2906], [-1.3080, -0.0695, -0.2516], [0.0689, 0.2904, -0.1385], [0.1778, -0.4217, 0.6157], [-0.6373, -1.0686, 1.0191], [-0.2019, -0.2422, -0.6566], [-0.3617, 0.1644, 0.3662], [-0.4927, 0.1859, -0.0039], [-0.1651, 0.0067, 0.6406], [-0.1504, 0.0462, 0.0291], [0.3881, -0.1703, -0.0080], [0.1651, -0.2759, 0.0034], [0.1026, -0.2592, -0.2413], [0.1949, -0.1875, 0.3419], [0.4383, 0.8485, 0.1669], [0.1408, -0.4176, -0.1128], [0.0084, 0.3594, -0.8146], [0.2361, 0.5405, -0.1000], [-0.0156, 0.4830, -0.6454], [-0.0029, 0.1909, -0.2054], [0.1474, 0.3907, 0.0082], [-0.9972, -1.0774, 1.2937], [0.0072, -0.1568, -0.3113], [-1.1041, 0.3984, 0.5691], [0.3537, 0.8433, -0.7518], [-0.5852, -0.3195, 0.2807], [2.2818, -0.7585, -0.4672], [-1.2353, 1.3930, -0.8040], [-0.1995, -0.5949, -0.1333], [-0.3361, 0.6697, 0.5206], [0.9225, -0.6987, 1.4879], [0.2901, -0.1241, 0.3402], [-0.0406, 0.4733, -0.2607], [0.2188, -0.1451, -0.2686], [0.9121, -0.2470, -0.6774], [0.1194, 0.0750, -0.3526], [-0.5995, 0.1215, 0.1456], [-0.2220, 0.4726, 0.6131], [0.2113, -0.3111, -0.0290], [0.3560, -0.6091, 0.7894], [0.2752, -0.2698, 0.1223], [-0.0332, 0.1966, -0.2499], [0.0855, -0.0258, -0.3592], [-0.1987, -0.3576, -0.4332], [-0.8536, 0.2361, -0.4973], [0.3103, 0.2835, -0.5105], [1.1529, 2.2013, 0.7975], [0.1150, -1.1216, 0.6830], [-0.7603, 1.5071, -1.7954], [0.0609, -1.5051, -0.1005], [0.0371, 0.1751, 0.0358], [-0.3555, 0.9174, 0.2202], [-0.2584, -0.2800, -0.4220], [-1.3365, 1.0048, -1.6821], [0.4426, -0.0388, 0.3959], [-0.6997, 0.5207, 0.0052], [-0.4975, -0.5933, 0.4316], [0.3076, -0.4671, -0.5038], [0.2298, -0.7343, 0.1708], [-1.1818, -0.2857, 0.3696], [0.1618, -0.5772, -0.0357], [-0.3472, -0.4319, 0.3625], [0.4392, -0.2220, 0.0007], [0.1936, -0.2354, 0.3959], [-0.3327, -0.1438, 0.8950], [1.3169, -0.6702, 0.1981], [0.4873, 0.4108, 0.5098], [0.2532, 0.0585, -0.0215], [0.0645, -0.0908, 0.2285], [-0.2516, -0.1672, -0.0067], [0.5744, -0.1557, -0.4481], [0.2139, 0.6616, -0.3868], [1.3990, -0.9535, -1.7985], [-1.1662, -1.1972, 3.9140], [-0.3313, 0.3062, -1.3995], [-1.6228, -0.5417, 0.2359], [-0.1248, -1.1926, 0.1272], [-0.4231, 1.5183, -0.6000], [2.1263, -0.6863, -1.3863], [-0.7819, -0.4161, 0.6700], [0.5639, -0.1250, 1.2771], [0.6275, 0.2265, -0.6477], [-0.6961, -1.3849, 0.1086], [-0.3813, 0.8107, 0.0307], [0.3407, 0.1724, -0.1013], [0.6797, -0.1736, -0.7149], [-0.6203, 1.2928, -0.8628], [0.0529, 0.4614, 0.5540], [-0.6781, -0.4650, 0.0096], [0.3699, 0.4387, 0.1724], [0.5337, -0.4814, 0.8964], [-0.4323, 0.4701, -0.3208], [0.4375, 0.4052, -0.1283], [-0.1734, 0.3344, 0.2356], [-0.2551, -0.0472, -0.1417], [0.4913, 0.1891, 0.1843], [0.3153, 0.4218, -0.4909], [-0.1123, 0.7304, 0.2688], [-0.0065, -0.7359, -0.4921], [0.1550, 0.7102, 1.0082], [-0.4633, 0.4811, -0.1036], [0.1400, -0.5602, -0.9835], [0.6676, -0.0293, 0.2411], [0.0139, -1.8024, -0.3767], [0.1638, 0.1073, 0.0917], [-0.4461, -0.2130, 0.0957], [-0.1384, 0.9354, 0.1868], [-0.3500, 0.6172, 0.0907], [0.0331, 0.2036, 0.2731], [0.1248, 0.4891, -0.2142], [0.3041, -0.2241, 0.1184], [0.1771, 1.0739, 0.4848], [-0.4494, -1.0519, -0.0988], [-0.1117, 0.4005, -0.1113], [0.1574, 1.0215, -1.5256], [-0.9269, -0.9894, 0.5482], [0.4869, -0.1519, -0.3825], [-0.3541, -0.4549, 0.1198], [0.4351, -0.0336, 0.1864], [-0.2360, 0.1817, 0.7771], [0.2825, -0.1134, -0.0938], [0.2816, 0.3210, -0.0035], [0.1726, -0.2810, 0.3109], [-0.1095, -1.3267, -1.0610], [0.1271, -0.3295, -0.4283], [-0.5899, -1.1582, 0.9201], [0.0285, -0.8021, 0.1647], [-1.7119, 1.1542, 0.3627], [0.4446, 0.6973, -0.2594], [0.4124, 0.5074, 0.0312], [0.1494, 0.5804, 0.3608], [-0.1209, 0.5789, 0.1603], [0.9564, 0.2811, -1.0208], [0.2986, -0.1650, 0.2755], [-0.1834, 0.6300, 1.0354], [0.9839, -0.2236, -1.0022], [-0.7444, 0.1102, 0.7271], [0.9579, -0.4631, -1.8711], [-2.0270, 0.1522, 0.4822], [0.7399, 0.3143, -0.0889], [-0.3219, 0.4278, 0.2213], [-0.1984, 0.2782, 0.2903], [0.4384, -0.4468, -0.0414], [0.8865, 0.0964, -0.0677], [-1.0969, -0.9140, 0.4098], [0.4327, 0.1467, -0.0846], [-0.3531, -0.7473, 1.4034], [-0.1005, -0.2067, -1.0132], [0.3226, 0.1842, -0.5519], [-0.4211, 0.1648, 0.6055], [0.3970, 0.9164, -1.2440], [0.2475, 1.0122, -0.0954], [-0.0763, -0.4183, 0.1637], [0.5729, -0.4001, -0.1851], [-0.9457, 0.0438, -0.2267], [0.2675, 0.1017, 0.4560], [-0.2973, -0.5693, 0.2580], [0.0442, -0.0206, 0.5502]]}